144
Properties=species:S:1:pos:R:3:forces:R:3 method="wB97M-V/def2-TZVPD" charge=+1 e_tot_ha=-6046.58175 e_homo_ha=-0.368
C -3.440 -6.091 12.526 -0.7 0.5 -0.5
C -3.378 -5.016 11.248 0.2 -0.6 0.5
C -2.112 -5.408 10.263 -0.6 -0.1 -0.2
C -2.650 -6.212 8.932 0.9 0.2 0.0
C -2.955 -5.225 7.639 0.1 -0.4 0.7
C -1.672 -5.093 6.618 -0.4 -0.3 0.0
C -2.155 -4.875 5.052 -0.4 0.4 0.6
C -1.431 -3.564 4.365 0.2 -0.6 0.4
C -0.005 -4.048 3.711 -0.8 0.8 -0.5
C 0.542 -2.817 2.771 0.7 -0.2 0.2
C 1.528 -3.327 1.557 0.2 0.0 0.5
C 2.778 -2.262 1.307 -0.3 0.2 -0.7
C 2.360 -1.337 0.015 0.6 -0.3 -0.3
C 2.779 -2.145 -1.373 -0.3 -0.1 0.3
C 1.658 -1.959 -2.556 -0.2 -0.5 0.4
C 2.086 -0.812 -3.695 -0.9 -1.8 0.7
C 0.678 -0.106 -4.161 0.3 -0.1 -0.2
C 0.861 0.982 -5.410 0.7 -0.7 1.4
C 0.399 2.471 -4.928 4.1 0.7 -1.2
C 1.408 3.422 -5.871 -1.0 -2.4 -2.8
Br 3.198 3.933 -5.104 -2.0 -0.3 -0.6
N 0.534 4.552 -6.462 -2.1 -0.8 4.7
O 1.149 5.726 -6.673 0.4 2.0 0.7
C -0.580 4.549 -5.390 1.7 -0.7 -2.1
N -0.962 5.685 -4.745 -0.4 -2.1 -0.3
C -2.002 5.580 -3.659 0.1 -1.4 0.8
S -1.717 6.911 -2.317 -4.3 7.8 0.6
O -1.167 8.253 -2.938 -0.5 -5.8 1.3
O -3.088 7.307 -1.641 5.0 -3.1 -2.3
N -0.891 3.097 -5.329 0.3 2.7 1.1
C -2.215 2.536 -5.038 -1.8 -0.9 1.4
Cl -3.472 3.559 -6.017 1.3 -0.4 1.1
C -2.520 0.985 -5.453 -0.8 -1.1 -0.3
C -2.716 -0.030 -4.138 0.5 -0.5 -1.3
H -4.064 -5.574 13.399 1.5 -1.2 -1.7
H -2.363 -6.390 12.873 -2.4 0.7 -0.7
H -4.047 -7.050 12.201 1.3 1.9 0.6
H -4.394 -5.148 10.672 2.0 0.6 1.0
H -3.299 -3.903 11.659 -0.1 -2.4 -0.9
H -1.388 -6.134 10.844 -1.4 1.7 -1.1
H -1.535 -4.428 9.927 -1.1 -2.1 0.7
H -3.609 -6.813 9.231 1.8 1.1 -0.6
H -1.788 -6.970 8.625 -2.0 1.4 0.5
H -3.194 -4.155 8.056 0.2 -2.0 -0.9
H -3.916 -5.666 7.115 2.0 1.0 0.7
H -1.055 -6.092 6.649 -1.1 2.0 0.1
H -0.989 -4.196 6.989 -1.4 -1.9 -0.9
H -1.924 -5.880 4.470 -0.4 2.3 1.0
H -3.330 -4.734 5.058 2.4 -0.2 -0.1
H -1.223 -2.724 5.183 -0.5 -1.9 -1.6
H -2.129 -3.059 3.563 1.4 -1.2 1.4
H 0.757 -4.301 4.586 -1.6 0.4 -2.0
H -0.215 -5.005 3.035 0.6 2.0 1.5
H -0.359 -2.236 2.292 1.7 -1.0 1.1
H 1.166 -2.095 3.479 -1.4 -1.3 -1.6
H 1.926 -4.398 1.855 -0.7 2.2 -0.7
H 0.882 -3.429 0.561 1.5 0.1 2.1
H 2.953 -1.566 2.257 -0.4 -1.7 -2.0
H 3.793 -2.817 1.029 -2.2 1.1 0.8
H 2.931 -0.294 0.015 -1.4 -2.1 0.1
H 1.194 -1.156 0.052 2.7 -0.4 -0.2
H 3.808 -1.777 -1.799 -1.8 -0.7 1.0
H 2.921 -3.288 -1.059 -0.4 2.4 -0.9
H 0.620 -1.693 -2.033 2.2 -0.4 -1.2
H 1.502 -3.024 -3.051 0.3 2.3 0.7
H 2.847 -0.086 -3.167 -1.6 -1.2 -1.4
H 2.598 -1.440 -4.568 -1.1 2.0 1.9
H 0.229 0.414 -3.185 0.9 -1.0 -2.2
H -0.059 -0.946 -4.520 1.4 1.6 0.9
H 0.409 0.609 -6.423 0.6 1.0 2.0
H 2.041 1.035 -5.584 -2.5 0.1 0.4
H 0.833 2.703 -3.845 -1.7 -0.8 -1.8
H 1.517 2.735 -6.842 0.8 1.7 2.3
H 1.417 6.181 -5.822 0.1 -0.9 -0.9
H -0.570 6.656 -4.936 -0.6 -1.6 -0.2
H -1.807 4.553 -3.092 -0.7 2.2 -1.3
H -3.097 5.669 -4.063 2.1 0.1 0.9
H -0.845 6.411 -1.299 -0.7 0.1 -1.4
H -2.464 2.628 -3.874 0.2 -0.1 -2.6
H -3.579 0.945 -6.004 2.5 0.4 1.2
H -1.760 0.524 -6.240 -1.4 1.3 1.9
H -1.981 0.251 -3.272 -1.6 -0.7 -1.6
H -3.844 -0.094 -3.831 2.3 0.4 -0.4
H -2.435 -1.110 -4.562 -0.6 2.4 1.2
C 5.428 -0.518 -5.434 0.5 -1.0 0.0
O 4.227 -0.490 -5.670 0.7 -0.1 -0.1
N 6.203 -1.656 -5.363 -0.8 1.6 0.0
C 7.621 -1.605 -5.078 -0.1 -0.1 0.0
C 5.580 -2.945 -5.580 -0.3 0.1 -0.1
H 6.001 0.406 -5.253 0.1 -0.1 0.0
H 8.167 -2.048 -5.916 0.1 0.1 0.2
H 7.820 -2.176 -4.166 0.2 0.1 -0.1
H 7.958 -0.574 -4.936 -0.1 -0.2 0.0
H 5.133 -2.961 -6.579 0.0 -0.2 0.1
H 4.788 -3.087 -4.839 0.0 -0.2 -0.1
H 6.315 -3.749 -5.493 -0.1 0.3 0.0
C 4.658 8.521 -7.174 0.5 0.6 0.3
O 5.866 8.704 -7.244 -1.3 0.0 0.3
N 3.770 9.303 -6.465 0.5 -0.9 -0.7
C 2.351 9.018 -6.432 0.3 0.2 0.0
C 4.272 10.445 -5.730 0.3 0.0 0.0
H 4.172 7.680 -7.695 -0.1 0.0 0.0
H 1.808 9.878 -6.835 -0.2 -0.2 0.1
H 2.049 8.846 -5.395 -0.2 0.0 0.0
H 2.113 8.133 -7.027 0.1 0.1 -0.1
H 4.766 11.128 -6.427 0.0 0.0 0.2
H 5.005 10.101 -4.994 0.0 0.2 0.0
H 3.456 10.965 -5.221 0.1 -0.2 -0.1
C -1.463 -5.799 15.551 -0.1 0.7 0.0
O -1.162 -5.802 14.364 0.1 0.4 1.2
N -1.939 -4.712 16.253 0.5 -1.3 -0.5
C -2.274 -4.791 17.659 0.0 0.1 -0.2
C -2.111 -3.451 15.562 0.1 -0.1 -0.3
H -1.371 -6.706 16.171 -0.1 0.1 0.1
H -3.330 -4.536 17.786 0.1 0.0 0.2
H -1.655 -4.076 18.210 -0.1 -0.1 0.2
H -2.097 -5.796 18.051 0.0 0.2 -0.1
H -2.812 -3.591 14.734 0.1 0.2 0.0
H -1.146 -3.133 15.156 -0.2 0.1 0.0
H -2.493 -2.686 16.244 0.1 -0.2 -0.1
C 0.040 1.911 0.260 0.7 -0.1 0.2
O 0.423 0.748 0.224 -0.4 1.6 0.1
N 0.827 3.003 0.556 -1.0 -0.8 -0.5
C 0.297 4.350 0.577 0.2 -0.3 0.2
C 2.229 2.799 0.857 0.1 -0.3 0.0
H -1.008 2.179 0.047 0.0 0.1 0.0
H 0.838 4.955 -0.156 0.0 0.2 0.1
H 0.439 4.771 1.577 -0.1 0.2 -0.2
H -0.769 4.358 0.333 0.1 -0.1 0.1
H 2.710 2.320 -0.001 0.1 0.0 0.2
H 2.314 2.137 1.724 0.2 0.1 -0.1
H 2.721 3.751 1.071 -0.2 -0.1 0.0
C -4.443 -0.999 -10.092 -0.8 0.1 -0.1
O -5.289 -1.817 -10.429 0.7 1.0 0.4
N -4.680 0.332 -9.823 0.5 -1.1 -0.1
C -3.622 1.238 -9.428 -0.3 -0.1 -0.1
C -6.031 0.842 -9.938 -0.2 -0.3 -0.1
H -3.384 -1.281 -9.974 0.0 0.1 0.0
H -3.857 1.649 -8.443 0.2 0.1 0.0
H -3.560 2.049 -10.160 0.2 0.1 0.2
H -2.659 0.722 -9.382 -0.2 0.0 -0.1
H -6.680 0.289 -9.253 -0.1 0.1 -0.2
H -6.384 0.687 -10.962 -0.1 0.1 0.2
H -6.063 1.908 -9.695 0.1 -0.2 0.0